(1)
Below is a structure of composition C19H34AlB3CaCl4F2N3O3, with properties calculated with the ωB97M-V functional and the def2-TZVPD basis.

```
! wB97M-V def2-TZVPD RIJCOSX def2/J DEFGRID3
* xyz 3 1
C 1.577 0.823 1.132
C 1.378 1.887 2.220
C 0.140 1.541 3.131
C -1.200 2.322 2.711
C -2.227 1.430 2.002
C -2.913 2.231 0.897
C -3.528 1.372 -0.211
C -2.446 0.470 -0.859
B -2.189 0.697 -2.385
O -1.732 1.883 -2.900
B -0.490 1.632 -3.498
C 0.605 2.735 -3.316
C 0.426 3.349 -1.908
N 1.601 4.109 -1.430
O -0.270 0.428 -4.157
B -1.005 -0.632 -3.669
C -0.435 -2.080 -3.428
C 0.774 -2.109 -2.522
C 2.001 -2.834 -3.010
N 0.811 -1.581 -1.359
O -2.320 -0.361 -3.283
H 1.034 1.063 0.223
H 2.633 0.823 0.877
H 1.326 -0.170 1.489
H 1.342 2.898 1.780
H 2.282 1.862 2.834
H 0.425 1.862 4.168
H 0.020 0.452 3.208
H -1.732 2.771 3.594
H -0.884 3.181 2.050
H -2.919 1.033 2.737
H -1.671 0.581 1.615
H -2.176 2.873 0.417
H -3.717 2.822 1.334
H -4.295 0.707 0.177
H -3.991 2.019 -0.950
H -2.740 -0.576 -0.749
H -1.473 0.556 -0.367
H 1.610 2.337 -3.424
H 0.416 3.529 -4.039
H -0.403 4.048 -1.902
H 0.247 2.562 -1.171
H 1.641 4.980 -1.947
H 2.431 3.599 -1.710
H -0.240 -2.603 -4.361
H -1.223 -2.645 -2.929
H 2.826 -2.150 -3.176
H 2.261 -3.569 -2.251
H 1.786 -3.405 -3.905
H -0.091 -1.135 -1.172
F -0.616 -0.209 4.609
N 2.692 -3.550 2.103
C 2.934 -2.615 1.186
C 4.145 -1.868 1.115
C 5.123 -2.142 2.030
C 4.863 -3.118 3.001
C 3.609 -3.833 2.991
H 2.134 -2.451 0.462
H 4.287 -1.123 0.344
H 6.069 -1.615 2.017
H 5.613 -3.351 3.799
H 3.379 -4.588 3.735
C -5.926 -2.386 0.018
Cl -4.947 -1.661 -1.281
Cl -5.609 -4.185 0.037
Cl -5.461 -1.724 1.562
Cl -7.618 -2.129 -0.281
Ca 0.177 3.552 4.096
F 6.832 -4.275 4.190
Al -4.659 -4.546 -2.146
*
```

* HOMO energy: -0.5626 hartree
* largest force on an atom: 4.10 eV/Å
* HOMO-LUMO gap: 2.20 eV

(2)
Below is a structure of composition C19H34CoN3O5P2, with properties calculated with the ωB97M-V functional and the def2-TZVPD basis.

```
! wB97M-V def2-TZVPD RIJCOSX def2/J DEFGRID3
* xyz 2 5
Co -0.012 -0.073 0.116
P -1.346 1.049 -1.288
C -0.116 2.241 -2.010
C 0.833 2.670 -0.934
N 1.031 1.817 0.080
C 1.841 2.160 1.091
C 2.491 3.392 1.112
C 2.264 4.312 0.091
C 1.396 3.944 -0.934
C 2.077 1.143 2.173
P 1.577 -0.493 1.473
H 1.135 4.607 -1.752
H 3.142 3.595 1.955
H 2.744 5.287 0.096
H 3.137 1.084 2.468
H 1.475 1.374 3.074
H 0.417 1.753 -2.854
H -0.679 3.100 -2.409
H 2.904 -1.965 -3.425
O 2.890 -1.010 -3.680
H 3.563 -0.934 -4.396
H 2.103 -4.109 -0.752
O 3.051 -4.004 -1.038
H 3.480 -4.869 -0.887
C 3.121 -1.106 0.707
H 3.907 -1.058 1.472
H 2.983 -2.128 0.332
H 3.393 -0.486 -0.156
C 1.377 -1.447 3.003
H 1.292 -2.517 2.780
H 2.273 -1.242 3.603
H 0.464 -1.119 3.516
C -2.543 2.313 -0.653
H -2.707 3.030 -1.471
H -3.489 1.855 -0.336
H -2.128 2.828 0.222
C -1.924 0.448 -2.922
H -2.662 -0.348 -2.786
H -2.346 1.309 -3.460
H -1.053 0.053 -3.460
C -2.227 -4.525 4.126
C -1.395 -3.719 3.131
C -1.721 -3.926 1.622
C -1.496 -5.408 1.138
C -0.141 -5.975 1.509
C -3.205 -3.610 1.359
O -4.144 -4.309 1.729
N -3.451 -2.473 0.624
C -2.564 -1.481 0.241
O -3.061 -0.574 -0.469
N -1.278 -1.632 0.669
C -0.838 -2.945 0.801
O 0.242 -3.300 0.288
H -3.289 -4.253 4.101
H -1.846 -4.318 5.134
H -2.164 -5.607 3.946
H -1.525 -2.639 3.329
H -0.328 -3.953 3.281
H -2.313 -6.021 1.562
H -1.612 -5.411 0.038
H -0.013 -6.050 2.595
H -0.032 -6.973 1.076
H 0.663 -5.355 1.097
H -4.408 -2.306 0.359
*
```

* energy above the lowest of the compared OMol25 structures with the same formula, charge and spin: 28.7 kcal/mol
* <S²>: 6.02
* HOMO energy (alpha / beta): -0.5065 / -0.5487 hartree
* largest force on an atom: 3.49 eV/Å
* HOMO-LUMO gap (alpha / beta): 7.30 / 3.71 eV

(3)
Below is a structure of composition C19H34F6N6O6PPdS2, with properties calculated with the ωB97M-V functional and the def2-TZVPD basis.

```
! wB97M-V def2-TZVPD RIJCOSX def2/J DEFGRID3
* xyz -1 1
Pd -0.156 -0.101 0.086
N 1.914 0.555 1.385
C 3.041 0.637 0.466
C 2.587 1.027 -0.970
O 3.372 1.692 -1.643
O 1.460 0.566 -1.334
H 1.589 1.473 1.649
H 2.129 0.035 2.225
H 3.503 -0.351 0.380
H 3.810 1.350 0.772
F -4.689 2.053 -0.149
C -4.513 0.731 -0.097
F -5.043 0.280 1.048
F -5.199 0.186 -1.111
S -2.710 0.254 -0.231
O -2.275 0.945 -1.407
O -2.845 -1.173 -0.274
N -2.223 0.795 1.175
S -1.145 1.953 1.291
O -0.445 1.888 2.537
O -0.423 2.311 0.098
C -2.261 3.433 1.550
F -2.681 3.928 0.385
F -3.332 3.114 2.288
F -1.590 4.397 2.192
N -0.192 -1.817 1.104
P -0.206 -3.256 0.475
N 0.990 -4.151 1.313
C 0.651 -5.248 2.203
C 0.366 -4.768 3.627
C 1.586 -4.022 4.168
C 1.942 -2.871 3.227
C 2.141 -3.387 1.801
N 0.175 -3.717 -1.114
C 1.548 -3.995 -1.528
C 2.213 -2.796 -2.194
C 1.406 -2.379 -3.422
C -0.035 -2.095 -3.013
C -0.646 -3.265 -2.243
N -1.602 -4.152 0.765
C -2.610 -3.603 1.686
C -4.013 -3.703 1.096
C -4.401 -5.172 0.863
C -3.151 -6.029 0.609
C -2.082 -5.217 -0.116
H 1.508 -5.938 2.228
H -0.202 -5.788 1.797
H 0.107 -5.617 4.266
H -0.486 -4.083 3.592
H 2.431 -4.719 4.227
H 1.395 -3.647 5.177
H 2.853 -2.366 3.563
H 1.126 -2.146 3.196
H 3.026 -4.039 1.765
H 2.302 -2.539 1.134
H 1.502 -4.823 -2.252
H 2.110 -4.338 -0.664
H 3.243 -3.039 -2.471
H 2.227 -1.958 -1.493
H 1.427 -3.188 -4.164
H 1.844 -1.486 -3.870
H -0.657 -1.868 -3.882
H -0.039 -1.212 -2.374
H -0.761 -4.122 -2.922
H -1.624 -2.974 -1.871
H -2.348 -2.565 1.890
H -2.585 -4.158 2.636
H -4.020 -3.149 0.161
H -4.722 -3.216 1.769
H -5.074 -5.239 0.005
H -4.940 -5.565 1.729
H -3.405 -6.907 0.012
H -2.742 -6.386 1.558
H -2.516 -4.819 -1.041
H -1.240 -5.854 -0.390
*
```

* energy above the lowest of the compared OMol25 structures with the same formula, charge and spin: 21.3 kcal/mol
* HOMO energy (alpha / beta): -0.1997 / -0.2019 hartree
* largest force on an atom: 2.96 eV/Å
* HOMO-LUMO gap (alpha / beta): 6.94 / 6.85 eV

(4)
Below is a structure of composition C19H34N2O3P2Pd, with properties calculated with the ωB97M-V functional and the def2-TZVPD basis.

```
! wB97M-V def2-TZVPD RIJCOSX def2/J DEFGRID3
* xyz 0 5
Pd 0.805 -0.134 -0.389
P 0.805 1.456 -2.177
P 0.869 -1.005 1.867
N 1.504 1.397 0.615
H -2.063 -1.024 0.041
C -0.563 2.654 -2.258
H -0.477 3.246 -3.179
H -0.492 3.322 -1.393
H -1.536 2.149 -2.244
C 0.886 0.726 -3.841
H 1.159 1.500 -4.567
H -0.070 0.276 -4.125
H 1.657 -0.050 -3.843
C 2.287 2.506 -2.144
H 2.399 3.010 -3.111
H 3.165 1.880 -1.952
H 2.196 3.246 -1.342
C -0.482 -0.590 3.025
H -0.423 -1.278 3.888
H -1.452 -0.702 2.520
H -0.363 0.454 3.360
C 0.931 -2.824 1.924
H 0.803 -3.159 2.960
H 1.921 -3.132 1.567
H 0.161 -3.276 1.282
C 2.330 -0.552 2.876
H 2.353 -1.163 3.789
H 2.273 0.510 3.146
H 3.238 -0.723 2.288
C 2.572 2.056 1.034
C 3.350 4.054 2.188
C 2.306 3.318 1.663
C 3.923 1.589 0.916
C 4.946 2.338 1.470
C 4.659 3.558 2.096
H 3.125 5.013 2.665
H 1.251 3.615 1.692
H 4.079 0.633 0.405
H 5.970 1.952 1.401
H 5.485 4.146 2.526
C -1.861 -1.258 -2.483
O -0.795 -1.316 -1.828
C -2.827 -0.129 -2.410
H -3.845 -0.534 -2.482
H -2.698 0.526 -3.293
H -2.763 0.432 -1.465
C -2.247 -2.361 -3.425
H -3.313 -2.599 -3.302
H -1.648 -3.250 -3.214
H -2.093 -2.040 -4.468
O -4.080 0.021 1.303
C -3.811 -1.158 1.185
C -4.583 -2.399 1.595
C -3.865 -3.564 0.960
C -2.555 -3.020 0.441
O -1.643 -3.633 -0.062
N -2.624 -1.633 0.620
H -4.541 -2.439 2.686
H -5.620 -2.311 1.268
H -3.673 -4.383 1.654
H -4.401 -3.941 0.081
*
```

* energy above the lowest of the compared OMol25 structures with the same formula, charge and spin: 0.0 kcal/mol
* <S²>: 6.08
* HOMO energy (alpha / beta): -0.1137 / -0.2682 hartree
* largest force on an atom: 4.48 eV/Å
* HOMO-LUMO gap (alpha / beta): 3.59 / 5.86 eV

(5)
Below is a structure of composition C19H34N2O6S4, with properties calculated with the ωB97M-V functional and the def2-TZVPD basis.

```
! wB97M-V def2-TZVPD RIJCOSX def2/J DEFGRID3
* xyz 0 1
C 3.811 0.688 1.474
O 4.130 0.549 0.096
C 3.622 -0.710 -0.366
C 3.079 -0.651 -1.810
C 2.348 0.667 -2.182
C 1.260 1.122 -1.156
C -0.211 0.823 -1.610
C -0.966 -0.123 -0.663
C -0.312 -1.081 0.066
C -1.009 -1.983 0.924
N -0.482 -2.960 1.715
S -1.773 -3.615 2.417
N -3.046 -2.778 1.875
C -2.454 -1.884 1.041
C -3.142 -0.873 0.292
C -2.423 -0.023 -0.515
C -3.237 1.043 -1.258
C -3.176 2.467 -0.615
C -3.220 2.478 0.943
S -1.761 3.264 1.654
O -2.040 3.500 3.046
O -0.581 2.456 1.519
O -1.634 4.647 0.837
H 2.712 0.807 1.595
H 4.103 -0.194 2.078
H 4.272 1.604 1.879
H 2.904 -1.106 0.377
H 4.481 -1.418 -0.359
H 3.950 -0.759 -2.485
H 2.411 -1.498 -2.057
H 3.081 1.484 -2.288
H 1.824 0.479 -3.137
H 1.333 2.225 -1.094
H 1.457 0.768 -0.133
H -0.224 0.428 -2.647
H -0.773 1.773 -1.663
H 0.777 -1.151 -0.007
H -4.228 -0.738 0.367
H -4.265 0.691 -1.451
H -2.781 1.133 -2.266
H -2.273 2.974 -0.992
H -4.061 3.017 -0.984
H -4.105 3.058 1.260
H -3.312 1.488 1.414
H -0.975 5.184 1.314
C -0.214 0.683 -5.989
S 0.835 -0.655 -5.397
O 2.216 -0.120 -5.291
C 0.758 -1.635 -6.903
H -0.273 1.441 -5.209
H 0.217 1.120 -6.890
H -1.212 0.297 -6.197
H 1.127 -1.048 -7.745
H -0.272 -1.947 -7.082
H 1.385 -2.515 -6.770
C 0.233 -1.983 5.385
S 1.254 -2.113 6.861
O 1.991 -3.401 6.778
C -0.112 -2.349 8.010
H 0.888 -1.869 4.523
H -0.367 -2.886 5.268
H -0.414 -1.109 5.466
H -0.689 -3.229 7.724
H -0.747 -1.462 8.007
H 0.303 -2.493 9.007
*
```

* HOMO energy: -0.3219 hartree
* largest force on an atom: 2.82 eV/Å
* HOMO-LUMO gap: 8.23 eV

(6)
Below is the molecule C19H34N4OS, with properties calculated with the ωB97M-V functional and the def2-TZVPD basis.

```
! wB97M-V def2-TZVPD RIJCOSX def2/J DEFGRID3
* xyz 0 1
C 2.775 -2.757 1.553
C 2.529 -1.363 0.979
C 3.847 -0.593 0.917
C 1.503 -0.583 1.812
C 0.073 -1.051 1.549
N -0.872 -0.542 2.541
C -0.973 0.905 2.588
C -1.530 1.499 1.282
N -2.325 0.491 0.605
C -3.033 1.019 -0.541
C -2.063 1.455 -1.583
C -1.980 2.623 -2.262
N -0.962 2.745 -3.154
C -0.232 1.679 -3.179
N 0.857 1.510 -3.936
C 1.577 0.260 -4.027
C 2.663 0.544 -5.063
C 2.013 1.595 -5.964
C 1.238 2.454 -4.968
S -0.760 0.395 -2.079
C -3.141 -0.236 1.554
C -2.211 -1.128 2.408
C -2.818 -1.400 3.791
C -1.947 -2.351 4.616
O -0.741 -1.762 5.022
H 3.172 -2.683 2.563
H 3.493 -3.297 0.940
H 1.858 -3.338 1.588
H 2.137 -1.465 -0.039
H 3.705 0.381 0.454
H 4.585 -1.143 0.336
H 4.243 -0.443 1.919
H 1.590 0.475 1.558
H 1.734 -0.697 2.874
H -0.220 -0.777 0.527
H 0.041 -2.140 1.628
H 0.005 1.330 2.813
H -1.635 1.153 3.422
H -2.127 2.403 1.507
H -0.717 1.795 0.615
H -3.683 1.877 -0.284
H -3.667 0.217 -0.938
H -2.658 3.450 -2.147
H 0.905 -0.544 -4.358
H 1.983 -0.021 -3.051
H 3.543 0.966 -4.576
H 2.959 -0.351 -5.605
H 1.324 1.116 -6.660
H 2.740 2.171 -6.532
H 1.875 3.236 -4.537
H 0.350 2.928 -5.387
H -3.722 0.446 2.201
H -3.849 -0.864 1.010
H -2.095 -2.089 1.897
H -2.928 -0.464 4.343
H -3.809 -1.838 3.660
H -2.471 -2.644 5.530
H -1.750 -3.262 4.027
H -0.400 -1.287 4.241
*
```

* energy above the lowest of the compared OMol25 structures with the same formula, charge and spin: 0.6 kcal/mol
* HOMO energy: -0.2819 hartree
* largest force on an atom: 0.95 eV/Å
* HOMO-LUMO gap: 8.26 eV

(7)
Below is a structure of composition C19H34NOV, with properties calculated with the ωB97M-V functional and the def2-TZVPD basis.

```
! wB97M-V def2-TZVPD RIJCOSX def2/J DEFGRID3
* xyz 3 2
V 0.421 -0.197 1.089
C -0.395 1.399 -0.180
C -0.876 0.064 -0.442
C 0.339 -0.662 -1.005
C 1.317 0.297 -1.210
C 0.853 1.608 -0.828
C 1.566 2.878 -1.050
C 2.507 2.944 0.211
C 0.628 4.085 -1.051
C 2.431 2.837 -2.315
C 0.637 -2.150 -1.094
C 0.481 -2.650 0.366
C 2.098 -2.383 -1.505
C -0.257 -2.923 -2.075
C -2.369 -0.226 -0.559
C -2.766 -1.536 0.156
C -2.732 -0.300 -2.054
C -3.174 0.908 0.098
H -1.042 2.207 0.129
H 2.292 0.110 -1.638
H 1.932 2.987 1.140
H 3.080 3.870 0.130
H 3.221 2.118 0.234
H 0.112 4.219 -0.099
H -0.114 4.002 -1.847
H 1.204 4.988 -1.243
H 3.226 2.092 -2.268
H 2.905 3.806 -2.454
H 1.820 2.644 -3.200
H 1.113 -2.016 1.060
H 0.924 -3.642 0.472
H -0.558 -2.707 0.693
H 2.808 -1.935 -0.802
H 2.306 -2.008 -2.508
H 2.287 -3.455 -1.524
H -1.309 -2.922 -1.811
H 0.077 -3.960 -2.110
H -0.148 -2.507 -3.076
H -2.367 -2.426 -0.322
H -3.851 -1.631 0.123
H -2.475 -1.503 1.213
H -2.214 -1.109 -2.565
H -2.500 0.640 -2.558
H -3.804 -0.474 -2.143
H -2.865 1.076 1.134
H -4.226 0.629 0.109
H -3.110 1.843 -0.459
C 0.027 -2.088 4.268
C 0.115 -0.633 3.995
N 0.051 0.236 4.943
O 0.274 -0.220 2.751
H -0.222 -2.297 5.306
H 0.991 -2.560 4.054
H -0.720 -2.561 3.627
H -0.076 -0.045 5.911
H 0.131 1.236 4.782
*
```

* <S²>: 1.22
* HOMO energy (alpha / beta): -0.7523 / -0.7203 hartree
* largest force on an atom: 4.83 eV/Å
* HOMO-LUMO gap (alpha / beta): 7.28 / 7.48 eV